No. 1
A molecular structure, C45H52Cl2CrN3O2P, computed with ωB97M-V/def2-TZVPD.

Cartesian coordinates (Å):
Cr: -0.68148 -0.10778 0.11044
C: -3.26228 -0.85691 -4.27951
C: -2.67861 -1.51873 -3.02799
C: -2.10554 -2.90688 -3.33787
C: -3.72569 -1.56128 -1.92770
C: -4.80036 -2.43548 -2.05243
C: -5.79510 -2.48355 -1.09192
C: -5.71265 -1.64174 0.00187
C: -4.65661 -0.74509 0.17072
C: -4.71131 0.05090 1.47575
C: -4.24783 -0.84115 2.63285
C: -4.03686 1.41790 1.54909
C: -3.65410 -0.71553 -0.80885
N: -2.53123 0.15980 -0.69233
C: -2.71767 1.39005 -1.21391
O: -3.72236 1.83041 -1.75622
C: -1.50228 2.28983 -1.08869
C: -1.59674 3.63420 -1.36499
C: -0.44025 4.39889 -1.29370
C: 0.76891 3.77105 -1.06612
C: 0.80252 2.40134 -0.83075
N: -0.33484 1.70228 -0.75425
C: 2.17705 1.70718 -0.94587
O: 2.98054 2.37295 -1.60343
N: 2.35784 0.47773 -0.44051
C: 3.32339 -0.23613 -1.26293
C: 2.81965 -0.58395 -2.55203
C: 3.64853 -1.09166 -3.53630
C: 4.98559 -1.32342 -3.28602
C: 5.45330 -1.08733 -2.01616
C: 4.67159 -0.56915 -0.97160
C: 5.50341 -0.57308 0.32371
C: 5.55634 -1.99155 0.91402
C: 5.32299 0.49542 1.38707
C: 1.35298 -0.42678 -2.93601
C: 1.10942 0.71679 -3.92759
C: 0.78752 -1.72515 -3.51609
H: -2.49470 -0.75592 -5.04990
H: -3.65656 0.13259 -4.04520
H: -4.07635 -1.45795 -4.69252
H: -1.86474 -0.88311 -2.67660
H: -2.87724 -3.67625 -3.33781
H: -1.35066 -3.20103 -2.60587
H: -1.63056 -2.92199 -4.32005
H: -4.86689 -3.07819 -2.92126
H: -6.63164 -3.16196 -1.19873
H: -6.49501 -1.66241 0.75280
H: -5.77879 0.23692 1.62882
H: -3.20014 -1.12853 2.50512
H: -4.83990 -1.75589 2.69024
H: -4.33811 -0.31817 3.58778
H: -2.94787 1.34783 1.53061
H: -4.31707 1.89476 2.49102
H: -4.35104 2.06702 0.73342
H: -2.56301 4.03305 -1.63750
H: -0.47516 5.46648 -1.46959
H: 1.71166 4.29393 -1.10895
H: 3.24169 -1.29963 -4.51829
H: 5.64604 -1.69702 -4.05763
H: 6.49325 -1.30884 -1.80226
H: 6.51782 -0.39660 -0.04363
H: 6.19658 -2.01054 1.79945
H: 5.97117 -2.68583 0.18247
H: 4.57896 -2.37303 1.19523
H: 4.33487 0.52689 1.82989
H: 5.54236 1.48476 0.98382
H: 6.03521 0.30780 2.19489
H: 0.79045 -0.21328 -2.02706
H: 1.50469 0.44722 -4.91096
H: 1.59213 1.64163 -3.61970
H: 0.03652 0.89822 -4.04389
H: 1.24366 -1.96647 -4.47767
H: -0.28429 -1.61791 -3.68862
H: 0.94846 -2.57456 -2.84874
Cl: -0.95727 -2.37856 0.91976
C: -2.38194 -3.45980 0.59764
Cl: -1.84485 -4.99731 -0.02971
H: -3.02751 -2.95233 -0.11028
H: -2.84432 -3.59606 1.56739
C: 2.28900 -1.20492 1.84796
P: 1.15918 0.21734 1.70003
C: 0.41685 -0.05440 3.41682
C: -0.95018 -0.16403 3.62894
C: -1.47931 -0.35316 4.90089
C: -0.63320 -0.43545 5.99442
C: 0.74008 -0.31785 5.80554
C: 1.25276 -0.12785 4.53307
C: 1.56641 1.99760 2.07027
C: 2.69914 2.72082 1.71691
C: 2.79623 4.08120 1.98361
C: 1.74072 4.76172 2.56407
C: 0.58081 4.06568 2.87729
C: 0.50192 2.70448 2.64250
H: 3.18272 -0.99907 2.42732
H: 2.57828 -1.53645 0.85490
H: 1.73044 -1.98369 2.36716
H: -1.63715 -0.07725 2.79180
H: -2.55164 -0.43036 5.03499
H: -1.03609 -0.58178 6.98815
H: 1.41018 -0.36785 6.65447
H: 2.32528 -0.01565 4.41361
H: 3.49357 2.25034 1.17618
H: 3.69860 4.60844 1.70123
H: 1.81078 5.82447 2.75731
H: -0.26794 4.57932 3.31031
H: -0.41512 2.19397 2.90857

For the relative energy (zero: lowest compared OMol25 entry of this formula, charge and spin), the calculation gives 165.5 kJ/mol. The expectation value of S² is 6.02. Its multiplicity is 5. For the LUMO energy (spin up / spin down), the calculation gives -0.1 / -0.2 eV. The highest occupied orbital energy (spin up / spin down) is -7.582 / -7.672 eV. As for the total energy: -118830.7272 eV.

These are the Mulliken partial charges, in e, on atoms 1 to 99:
1 Cr -0.300
2 C -1.823
3 C 2.925
4 C -1.583
5 C 1.101
6 C -0.659
7 C -1.684
8 C -0.873
9 C 1.223
10 C 0.576
11 C -1.409
12 C -1.817
13 C -1.703
14 N 3.144
15 C -0.579
16 O -0.782
17 C -0.678
18 C -0.578
19 C -1.201
20 C -0.854
21 C -0.012
22 N 1.410
23 C -0.465
24 O -0.689
25 N 0.554
26 C -0.311
27 C 0.209
28 C -0.589
29 C -1.420
30 C -1.238
31 C 0.871
32 C 0.788
33 C -1.604
34 C -1.505
35 C 2.877
36 C -1.793
37 C -0.901
38 H 0.413
39 H 0.399
40 H 0.373
41 H -1.863
42 H 0.378
43 H 0.241
44 H 0.523
45 H 0.406
46 H 0.389
47 H 0.451
48 H 0.597
49 H 0.072
50 H 0.443
51 H 0.522
52 H 0.035
53 H 0.531
54 H 0.426
55 H 0.645
56 H 0.486
57 H 0.650
58 H 0.344
59 H 0.408
60 H 0.355
61 H 0.578
62 H 0.428
63 H 0.420
64 H 0.347
65 H -0.004
66 H 0.404
67 H 0.491
68 H -1.265
69 H 0.495
70 H 0.358
71 H 0.256
72 H 0.443
73 H -0.323
74 H 0.438
75 Cl -0.189
76 C 0.527
77 Cl -0.145
78 H -0.652
79 H 0.391
80 C -2.045
81 P 3.040
82 C -0.119
83 C 1.164
84 C -0.718
85 C -0.839
86 C -0.828
87 C -0.487
88 C 1.088
89 C 0.184
90 C -0.705
91 C -0.770
92 C -0.707
93 C -0.948
94 H 0.564
95 H 0.432
96 H 0.580
97 H -0.701
98 H 0.360
99 H 0.402

***

No. 2
A molecular structure, C45H52CuN3O14PS2Si, computed with ωB97M-V/def2-TZVPD.

Cartesian coordinates (Å):
Cu: 1.16814 2.41628 0.47566
O: 4.72402 3.94508 -0.08315
N: 4.57484 2.58186 -0.15882
C: 5.56527 1.89880 0.23399
C: 5.61255 0.42391 0.26593
C: 6.90494 -0.10755 0.29488
C: 7.13054 -1.46794 0.39585
C: 6.04314 -2.32064 0.50810
C: 4.75930 -1.80040 0.49804
C: 4.50555 -0.43671 0.34644
P: 2.73605 0.13146 0.36158
C: 2.10589 -0.53017 -1.23478
C: 2.69839 -1.55520 -1.97899
C: 2.12110 -2.00253 -3.15537
C: 0.93259 -1.43951 -3.61290
C: 0.33249 -0.42835 -2.88632
C: 0.91965 0.01875 -1.71009
C: 2.05219 -1.03294 1.58779
C: 1.22625 -2.10022 1.26516
C: 0.74180 -2.92825 2.27083
C: 1.08327 -2.69373 3.59211
C: 1.89635 -1.61382 3.92140
C: 2.36736 -0.78135 2.92330
H: 5.60027 4.13127 0.29697
H: 6.47530 2.40843 0.57717
H: 7.74625 0.57438 0.24000
H: 8.14174 -1.85482 0.40931
H: 6.18807 -3.38798 0.61937
H: 3.92197 -2.47395 0.63862
H: 3.63072 -2.00344 -1.66089
H: 2.59850 -2.79846 -3.71513
H: 0.47606 -1.79998 -4.52685
H: -0.59325 0.02809 -3.20765
H: 0.39093 0.79803 -1.17647
H: 0.91298 -2.25302 0.24310
H: 0.05750 -3.72603 2.01788
H: 0.68087 -3.32617 4.37471
H: 2.11923 -1.39377 4.95769
H: 2.95324 0.09309 3.18219
O: -0.30953 1.40130 3.99246
C: -0.16354 1.96520 2.92321
O: 0.92225 1.83580 2.21089
C: -1.23784 2.91170 2.43818
C: -2.03757 3.45111 3.41409
C: -3.07779 4.31870 3.08916
C: -3.35702 4.61385 1.76923
C: -2.58293 4.05711 0.78178
C: -1.43839 3.23645 1.05282
O: -0.67656 2.84371 0.11296
N: -2.96292 4.38846 -0.59582
O: -2.67136 3.61766 -1.47805
O: -3.58244 5.43385 -0.77078
N: -3.88327 4.91126 4.13480
O: -4.82587 5.62217 3.81303
O: -3.58568 4.68059 5.29724
H: -1.86355 3.17211 4.44294
H: -4.17283 5.26890 1.50652
C: -4.55353 0.88200 -0.68998
C: -4.93071 -0.39457 -1.43625
C: -6.39964 -0.73240 -1.18478
C: -4.66395 -0.22267 -2.92858
O: -4.17098 -1.51869 -1.02100
Si: -3.16331 -1.73656 0.28903
S: -1.48512 -0.60417 0.30868
O: -2.91341 -3.39899 0.24156
C: -2.60536 -4.23002 -0.86301
C: -1.89907 -5.45901 -0.29536
C: -3.91205 -4.65112 -1.53675
C: -1.69496 -3.53232 -1.87392
O: -4.21040 -1.55598 1.56775
C: -4.07169 -1.81033 2.95601
C: -4.84227 -0.70675 3.67233
C: -4.70587 -3.17459 3.23115
C: -2.61730 -1.81221 3.41494
H: -5.18200 1.70890 -1.03215
H: -3.50722 1.14128 -0.84958
H: -4.69763 0.75271 0.38495
H: -7.05233 0.07688 -1.52406
H: -6.55324 -0.89094 -0.11613
H: -6.66693 -1.65109 -1.71246
H: -5.24845 0.60451 -3.33971
H: -4.92152 -1.14076 -3.46259
H: -3.60406 -0.01422 -3.08238
H: -2.53258 -5.93727 0.45457
H: -0.96514 -5.16186 0.18043
H: -1.67475 -6.18150 -1.08506
H: -4.55665 -5.14905 -0.80878
H: -3.71919 -5.33573 -2.36838
H: -4.42970 -3.76642 -1.90687
H: -0.78000 -3.18889 -1.39161
H: -2.18585 -2.65246 -2.29248
H: -1.44311 -4.22195 -2.68552
H: -5.87125 -0.67470 3.30742
H: -4.37179 0.25759 3.47435
H: -4.85251 -0.87500 4.75249
H: -5.75145 -3.17046 2.91451
H: -4.65696 -3.42039 4.29598
H: -4.17675 -3.94001 2.66101
H: -2.13393 -0.85490 3.22278
H: -2.04358 -2.57303 2.88251
H: -2.57314 -2.02166 4.48790
C: 7.58351 2.15932 -3.75758
C: 6.17787 2.58725 -3.42326
C: 5.13796 1.66638 -3.39215
C: 3.84661 2.05754 -3.06531
C: 3.58783 3.38280 -2.75676
C: 4.61007 4.32143 -2.80249
C: 5.89403 3.92096 -3.13536
S: 1.95204 3.87901 -2.25390
O: 1.03299 3.02953 -2.96430
O: 1.89683 5.30156 -2.47375
O: 1.96800 3.59177 -0.77802
H: 7.62241 1.09769 -4.00152
H: 8.25775 2.33419 -2.91565
H: 7.97610 2.71763 -4.61050
H: 5.33599 0.62454 -3.62039
H: 3.04098 1.33943 -3.05168
H: 4.38027 5.35198 -2.56829
H: 6.69486 4.65336 -3.16732

Its charge is -2. For the relative energy (zero: lowest compared OMol25 entry of this formula, charge and spin), the calculation gives 149.1 kJ/mol. The expectation value of S² is 0.75. Its multiplicity is 2. For the LUMO energy (spin up / spin down), the calculation gives 3.5 / 3.5 eV. The highest occupied orbital energy (spin up / spin down) is -2.240 / -2.240 eV. As for the total energy: -164123.5856 eV.

These are the Mulliken partial charges, in e, on atoms 1 to 99:
1 Cu 1.038
2 O -0.412
3 N 0.588
4 C -0.538
5 C 0.482
6 C -0.877
7 C -0.784
8 C -0.739
9 C -0.640
10 C 0.182
11 P 1.022
12 C 1.808
13 C -0.591
14 C -1.065
15 C -0.853
16 C -0.768
17 C -0.157
18 C 0.669
19 C 0.282
20 C -0.225
21 C -0.377
22 C -0.737
23 C -0.783
24 H 0.296
25 H 0.254
26 H 0.361
27 H 0.381
28 H 0.427
29 H 0.465
30 H 0.434
31 H 0.382
32 H 0.353
33 H 0.421
34 H 0.167
35 H 0.066
36 H 0.068
37 H 0.342
38 H 0.303
39 H 0.274
40 O -0.744
41 C -0.102
42 O -1.049
43 C 0.885
44 C -0.233
45 C -0.684
46 C -0.510
47 C -0.560
48 C 0.848
49 O 0.018
50 N 1.113
51 O -0.513
52 O -0.700
53 N 1.057
54 O -0.681
55 O -0.662
56 H 0.628
57 H 0.621
58 C -1.286
59 C 2.184
60 C -1.962
61 C -1.719
62 O 0.664
63 Si -2.660
64 S 1.320
65 O 0.119
66 C 2.212
67 C -1.860
68 C -1.764
69 C -1.059
70 O -0.383
71 C 2.441
72 C -1.928
73 C -1.890
74 C -1.616
75 H 0.650
76 H -0.094
77 H 0.183
78 H 0.429
79 H 0.231
80 H 0.337
81 H 0.465
82 H 0.356
83 H 0.091
84 H 0.390
85 H 0.229
86 H 0.407
87 H 0.347
88 H 0.466
89 H 0.070
90 H -0.154
91 H 0.085
92 H 0.627
93 H 0.370
94 H 0.245
95 H 0.447
96 H 0.381
97 H 0.419
98 H 0.177
99 H 0.257